Here is a 2-piece molecular cluster, CH2O4S overall in a non-equilibrium geometry from the OMol25 dataset. Energies are from ωB97M-V with the def2-TZVPD basis set.

XYZ file:
```
8
Properties=species:S:1:pos:R:3:mulliken_charge:R:1
S 2.333 0.069 -0.414 0.5608
O 3.212 0.537 0.621 -0.3729
O 0.165 -1.977 -1.329 -0.4779
O 1.192 -0.898 0.308 -0.2522
C 0.159 -1.446 -0.261 0.2330
H -0.669 -1.238 0.370 0.3804
H -0.629 2.033 -1.363 0.2822
O -0.129 1.308 -1.007 -0.3534
```

## Properties
- LUMO (spin up / spin down): -1.230 / -2.610 eV
- Kohn-Sham gap (spin up / spin down): 9.956 / 6.379 eV
- Relative energy (zero: lowest compared OMol25 entry of this formula, charge and spin): 89.4 kcal per mole

***

Here is CH2O4S in the gas phase in a non-equilibrium geometry from the OMol25 dataset. Energies are from ωB97M-V with the def2-TZVPD basis set.

XYZ file:
```
8
Properties=species:S:1:pos:R:3:mulliken_charge:R:1
H -1.016 1.902 -1.026 0.3645
H 2.233 -0.727 0.993 0.3617
O -0.776 0.932 -1.181 -0.4712
S -1.276 -0.185 -0.073 0.7789
O 1.474 -1.054 -0.851 -0.4575
O -2.200 0.387 0.836 -0.4502
O 0.187 -0.455 0.971 -0.3373
C 1.374 -0.799 0.331 0.2110
```

## Properties
- LUMO: 0.443 eV
- Kohn-Sham gap: 11.160 eV
- Relative energy (zero: lowest compared OMol25 entry of this formula, charge and spin): 17.8 kcal per mole

***

Here is a 2-piece molecular cluster, CH2O4S2 overall in a non-equilibrium geometry from the OMol25 dataset. Energies are from ωB97M-V with the def2-TZVPD basis set.

XYZ file:
```
9
Properties=species:S:1:pos:R:3:mulliken_charge:R:1
O 2.164 1.701 1.024 -0.4954
O 0.115 2.724 0.095 -0.4806
O -2.715 0.095 -0.358 -0.3399
S -4.041 0.530 -0.058 0.6913
C 1.255 0.734 -1.227 -0.5507
H 0.699 0.994 -2.131 0.2686
S 1.048 1.692 0.099 0.9258
O -4.327 0.482 1.322 -0.3483
H 1.870 -0.015 -1.007 0.3292
```

## Properties
- LUMO: -1.205 eV
- Kohn-Sham gap: 8.685 eV
- Relative energy (zero: lowest compared OMol25 entry of this formula, charge and spin): 38.2 kcal per mole

***

Here is a 2-piece molecular cluster, CH2O4Si overall in a non-equilibrium geometry from the OMol25 dataset. Energies are from ωB97M-V with the def2-TZVPD basis set.

XYZ file:
```
8
Properties=species:S:1:pos:R:3:mulliken_charge:R:1
H -0.670 -0.355 -2.102 -0.0393
O -0.673 -0.202 3.096 -0.3183
O 0.731 -0.307 0.290 -0.4002
C -1.573 0.197 2.521 0.6939
Si 0.461 -0.230 -1.202 0.5532
O 1.646 0.124 -2.305 -0.4382
O -2.439 0.523 1.848 -0.3702
H 2.517 0.251 -2.145 0.3190
```

## Properties
- LUMO: 0.298 eV
- Structure (SMILES): O=[SiH]O.O=C=O
- Kohn-Sham gap: 11.426 eV
- Relative energy (zero: lowest compared OMol25 entry of this formula, charge and spin): 7.4 kcal per mole